1.
The following is a quantum chemistry calculation of a cluster of 9 separate species, C16H25Cl24N2O2 in total at a distorted geometry, from the OMol25 dataset.

Properties
E = -324603.6802 eV
total charge = +1
multiplicity = 1

Geometry (Å):
C (1.439, -3.223, -1.001)
C (1.990, -1.903, -1.455)
O (2.779, -1.817, -2.381)
O (1.619, -0.790, -0.731)
C (1.138, 0.318, -1.480)
C (-0.330, 0.598, -1.214)
N (-1.161, -0.632, -1.256)
C (-1.844, -0.867, -2.579)
C (-2.340, -2.315, -2.566)
N (-3.163, -2.648, -1.424)
C (-2.685, -2.143, -0.159)
C (-2.254, -0.680, -0.233)
H (2.111, -3.636, -0.256)
H (1.414, -3.888, -1.852)
H (0.447, -3.177, -0.562)
H (1.677, 1.197, -1.153)
H (1.352, 0.216, -2.540)
H (-0.453, 1.072, -0.250)
H (-0.691, 1.276, -1.977)
H (-0.610, -1.475, -1.088)
H (-2.646, -0.150, -2.683)
H (-1.105, -0.727, -3.361)
H (-2.918, -2.474, -3.466)
H (-1.459, -2.958, -2.595)
H (-4.139, -2.452, -1.581)
H (-3.421, -2.259, 0.625)
H (-1.824, -2.738, 0.158)
H (-3.105, -0.122, -0.601)
H (-1.925, -0.276, 0.713)
C (1.579, 4.448, -1.143)
Cl (1.022, 3.462, 0.219)
Cl (0.782, 3.935, -2.643)
Cl (1.300, 6.149, -0.829)
H (2.646, 4.291, -1.248)
C (4.720, 5.235, 1.495)
Cl (3.334, 5.192, 2.583)
Cl (4.500, 4.056, 0.187)
Cl (4.962, 6.850, 0.846)
H (5.606, 4.953, 2.047)
C (5.071, -2.446, -1.452)
Cl (6.571, -2.559, -2.366)
Cl (4.353, -4.046, -1.222)
Cl (5.332, -1.657, 0.104)
H (4.370, -1.847, -2.017)
C (2.313, 3.305, 5.776)
Cl (1.850, 3.252, 7.476)
Cl (2.782, 1.705, 5.207)
Cl (1.005, 3.959, 4.784)
H (3.166, 3.962, 5.677)
C (-3.213, 2.970, 2.282)
Cl (-3.028, 3.196, 0.536)
Cl (-3.898, 1.380, 2.641)
Cl (-1.675, 3.192, 3.108)
H (-3.905, 3.717, 2.645)
C (-0.928, 5.783, 8.239)
Cl (-0.560, 7.504, 8.321)
Cl (-1.555, 5.195, 9.777)
Cl (-2.063, 5.446, 6.928)
H (-0.011, 5.253, 8.025)
C (-5.126, -4.741, -4.182)
Cl (-3.525, -5.350, -3.777)
Cl (-6.115, -4.575, -2.732)
Cl (-4.963, -3.183, -5.006)
H (-5.618, -5.434, -4.851)
C (0.253, -6.890, -3.281)
Cl (-0.275, -6.841, -4.960)
Cl (1.481, -5.659, -2.983)
Cl (-1.103, -6.624, -2.179)
H (0.671, -7.867, -3.081)

2.
The following is a quantum chemistry calculation of a structure of composition C16H25Cl2O4P2Pd at a distorted geometry, from the OMol25 dataset.

Properties
E = -72257.5675 eV
total charge = +3
multiplicity = 5
expectation value of S² = 6.041

Geometry (Å):
C (0.357, -0.208, -4.875)
C (0.759, -0.133, -3.519)
H (1.302, -0.159, -5.523)
H (-0.350, 0.636, -5.061)
H (-0.219, -1.156, -5.000)
O (1.696, -0.120, -2.807)
Cl (-2.528, -0.111, -1.679)
Pd (-0.191, -0.002, -0.854)
P (-0.236, 2.325, -0.591)
C (0.937, 3.117, 0.563)
C (0.010, 3.145, -2.175)
H (0.176, 4.226, -2.048)
H (-2.041, 3.874, -0.258)
H (-0.875, 2.960, -2.794)
H (-2.633, 2.194, -0.480)
H (1.966, 2.918, 0.235)
H (0.876, 2.681, -2.663)
C (-1.878, 2.824, 0.003)
H (0.781, 4.206, 0.603)
H (-1.954, 2.704, 1.090)
H (0.820, 2.714, 1.581)
P (-0.112, -2.281, -0.318)
C (1.158, -2.951, 0.787)
C (-1.685, -2.732, 0.464)
H (-0.866, -3.058, -2.422)
H (0.104, -4.337, -1.575)
H (0.915, -2.936, -2.364)
C (0.021, -3.265, -1.814)
H (-2.491, -2.207, -0.059)
H (-1.834, -3.814, 0.396)
H (0.953, -4.013, 0.981)
H (1.164, -2.407, 1.739)
H (-1.687, -2.432, 1.516)
H (2.148, -2.857, 0.326)
C (1.480, 0.053, 0.563)
O (2.625, 0.142, 0.752)
Cl (-2.275, 1.609, 8.026)
C (-1.836, 1.158, 6.405)
C (-0.734, 0.305, 6.205)
C (-0.326, -0.004, 4.882)
C (-1.065, 0.496, 3.793)
C (-2.163, 1.306, 4.019)
C (-2.540, 1.662, 5.309)
C (-0.561, 0.172, 2.402)
O (0.708, -0.040, 2.329)
O (-1.348, 0.150, 1.428)
H (-0.188, -0.108, 7.090)
H (0.549, -0.648, 4.754)
H (-2.735, 1.636, 3.178)
H (-3.365, 2.335, 5.494)

3.
The following is a quantum chemistry calculation of a structure of composition C16H25Cl3OZr at a distorted geometry, from the OMol25 dataset.

Properties
E = -57896.2720 eV
total charge = -2
multiplicity = 1

Geometry (Å):
C (-0.603, 0.955, -3.357)
C (-0.793, -0.421, -3.657)
C (0.455, -1.086, -3.485)
C (-2.059, -1.066, -4.049)
C (1.433, -0.107, -3.151)
C (0.778, 1.155, -3.064)
C (1.405, 2.439, -2.716)
C (-1.672, 1.966, -3.318)
C (0.677, -2.536, -3.620)
C (2.868, -0.367, -2.937)
Zr (-1.053, -0.565, 0.603)
Cl (-1.668, -2.238, -0.634)
Cl (-3.251, -0.088, 1.537)
Cl (1.368, -0.975, 0.359)
H (-2.858, -0.321, -4.116)
H (-2.358, -1.830, -3.318)
H (-1.963, -1.557, -5.027)
H (-0.128, -3.098, -3.128)
H (1.626, -2.820, -3.153)
H (0.708, -2.842, -4.676)
H (3.014, -1.279, -2.345)
H (3.331, 0.468, -2.401)
H (3.397, -0.493, -3.894)
H (2.370, 2.274, -2.225)
H (0.754, 2.995, -2.029)
H (1.575, 3.058, -3.609)
H (-2.562, 1.564, -2.816)
H (-1.964, 2.279, -4.332)
H (-1.346, 2.844, -2.755)
O (-0.918, 1.481, -0.559)
H (-0.394, 2.079, -0.009)
C (-1.202, 0.655, 5.880)
C (-0.051, -0.157, 5.280)
C (1.255, 0.636, 5.369)
C (0.086, -1.499, 5.998)
C (-0.331, -0.419, 3.882)
C (-0.559, -0.662, 2.701)
H (-1.059, 0.779, 6.959)
H (-2.159, 0.152, 5.709)
H (-1.245, 1.646, 5.417)
H (1.524, 0.821, 6.414)
H (2.069, 0.083, 4.889)
H (1.144, 1.599, 4.860)
H (-0.820, -2.099, 5.860)
H (0.938, -2.056, 5.595)
H (0.243, -1.346, 7.070)

4.
The following is a quantum chemistry calculation of a structure of composition C16H25ClGaNO5P2S at a distorted geometry, from the OMol25 dataset.

Properties
E = -123022.2004 eV
total charge = +2
multiplicity = 1

Geometry (Å):
C (5.390, 1.945, -0.330)
C (4.115, 1.961, -0.930)
H (6.028, 2.799, -0.645)
H (5.884, 0.992, -0.587)
H (5.214, 1.962, 0.762)
O (3.187, 2.257, -1.572)
Cl (2.896, 0.068, 0.629)
Ga (0.567, -0.175, -0.124)
P (1.422, -1.392, -2.001)
C (0.909, -0.827, -3.645)
C (3.232, -1.388, -2.189)
H (3.540, -2.234, -2.818)
H (1.502, -3.733, -2.589)
H (3.708, -1.465, -1.207)
H (1.185, -3.490, -0.829)
H (1.397, 0.133, -3.855)
H (3.549, -0.451, -2.661)
C (0.949, -3.140, -1.844)
H (1.223, -1.567, -4.395)
H (-0.134, -3.243, -2.001)
H (-0.178, -0.698, -3.681)
P (0.317, 1.982, 1.209)
C (-0.633, 3.357, 0.500)
C (-0.588, 1.586, 2.743)
H (2.545, 2.111, 2.141)
H (1.571, 3.557, 2.563)
H (2.271, 3.384, 0.924)
C (1.823, 2.844, 1.767)
H (-0.287, 0.601, 3.127)
H (-0.374, 2.373, 3.483)
H (-0.925, 4.049, 1.303)
H (-1.524, 2.970, -0.009)
H (-1.666, 1.559, 2.533)
H (0.003, 3.884, -0.224)
C (-0.457, 1.051, -1.464)
O (-0.594, 1.780, -2.360)
O (-2.264, 0.588, -0.897)
C (-2.285, -0.402, -0.087)
N (-1.147, -0.946, 0.411)
S (-1.369, -2.209, 1.571)
O (-0.866, -3.441, 1.021)
O (-0.902, -1.748, 2.854)
C (-3.105, -2.029, 1.397)
C (-4.053, -2.689, 2.163)
C (-5.390, -2.305, 2.009)
C (-5.751, -1.305, 1.080)
C (-4.793, -0.675, 0.292)
C (-3.454, -1.043, 0.483)
H (-3.721, -3.471, 2.841)
H (-6.149, -2.788, 2.621)
H (-6.802, -1.019, 0.987)
H (-5.018, 0.079, -0.470)

5.
The following is a quantum chemistry calculation of a cluster of 5 separate species, C16H25ClN5O15P in total at a distorted geometry, from the OMol25 dataset.

Properties
E = -76948.7371 eV
multiplicity = 1

Geometry (Å):
C (-2.199, 4.923, 2.701)
C (-3.099, 3.759, 1.973)
C (-2.621, 2.221, 2.281)
O (-1.228, 2.078, 2.733)
C (-0.262, 2.252, 1.637)
C (-0.306, 1.090, 0.479)
C (0.306, 1.341, -0.868)
C (1.096, 2.707, -1.320)
P (-0.014, 4.242, -1.561)
O (0.217, 4.840, -3.011)
O (-1.693, 3.859, -1.304)
O (0.518, 5.421, -0.343)
C (0.193, 0.148, -2.035)
O (1.126, -0.058, -2.981)
C (-1.191, -0.771, -1.969)
O (-1.833, -1.285, -3.212)
C (-3.155, -0.599, -3.399)
N (-4.425, -0.334, -3.166)
C (-1.757, -1.057, -0.617)
Cl (-3.277, -2.116, -0.303)
C (-1.011, -0.410, 0.703)
O (-0.903, -1.019, 1.906)
H (-1.273, 5.231, 2.030)
H (-1.912, 4.694, 3.819)
H (-2.888, 5.897, 2.741)
H (-4.201, 3.860, 2.418)
H (-3.230, 3.935, 0.805)
H (-3.304, 1.829, 3.179)
H (-2.912, 1.574, 1.351)
H (0.820, 2.189, 2.137)
H (-0.322, 3.349, 1.187)
H (1.672, 2.534, -2.342)
H (1.936, 2.952, -0.518)
H (-2.153, 3.549, -2.138)
H (1.159, 4.928, 0.273)
C (0.480, -3.995, 1.818)
N (0.777, -5.452, 1.766)
O (0.950, -5.955, 0.650)
O (0.829, -6.049, 2.848)
H (0.465, -3.601, 0.799)
H (-0.496, -3.874, 2.292)
H (1.268, -3.518, 2.404)
C (-5.518, -1.341, -6.025)
N (-6.023, -1.741, -7.366)
O (-5.792, -2.899, -7.735)
O (-6.637, -0.883, -8.010)
H (-5.000, -2.190, -5.574)
H (-4.832, -0.503, -6.168)
H (-6.380, -1.050, -5.421)
C (3.949, -1.657, 3.115)
N (3.089, -1.072, 2.050)
O (2.946, 0.156, 2.049)
O (2.582, -1.863, 1.246)
H (4.326, -0.850, 3.747)
H (3.332, -2.345, 3.695)
H (4.772, -2.179, 2.623)
C (7.971, -3.812, 1.250)
N (7.071, -3.233, 2.284)
O (5.988, -3.798, 2.472)
O (7.478, -2.228, 2.878)
H (7.488, -4.687, 0.811)
H (8.139, -3.044, 0.492)
H (8.903, -4.093, 1.744)

6.
The following is a quantum chemistry calculation of a structure of composition C16H25ClSV at a distorted geometry, from the OMol25 dataset.

Properties
E = -66027.2828 eV
total charge = +2
multiplicity = 2
expectation value of S² = 0.827

Geometry (Å):
C (0.223, 0.816, -5.632)
C (1.598, 1.320, -5.606)
C (-0.024, -0.604, -5.910)
C (-0.901, 1.757, -5.614)
Cl (0.020, 0.038, -2.619)
H (-0.046, -0.809, -6.994)
H (-0.990, -0.931, -5.504)
H (0.764, -1.238, -5.481)
H (1.970, 1.547, -6.619)
H (2.289, 0.583, -5.170)
H (1.675, 2.251, -5.025)
H (-1.149, 2.114, -6.629)
H (-0.669, 2.648, -5.014)
H (-1.810, 1.292, -5.208)
C (1.330, -0.619, 1.548)
C (0.844, -1.821, 0.922)
C (1.338, -1.863, -0.417)
H (0.277, -2.618, 1.404)
C (2.165, -0.690, -0.616)
C (2.170, 0.065, 0.613)
H (2.734, 0.964, 0.803)
H (1.146, -0.309, 2.572)
H (1.151, -2.647, -1.133)
H (2.688, -0.437, -1.534)
C (-1.753, 1.023, 1.114)
C (-1.491, -0.311, 1.536)
C (-1.814, -1.191, 0.422)
H (-1.254, -0.622, 2.547)
C (-2.243, -0.372, -0.665)
C (-2.180, 0.996, -0.253)
H (-2.482, 1.840, -0.851)
H (-1.772, 1.891, 1.778)
H (-1.862, -2.279, 0.447)
H (-2.647, -0.733, -1.603)
V (0.142, -0.082, -0.179)
C (0.901, 3.386, 1.350)
S (0.473, 2.517, -0.184)
C (1.885, 2.982, -1.181)
H (0.421, 2.932, 2.231)
H (0.534, 4.412, 1.215)
H (1.988, 3.388, 1.464)
H (1.472, 3.624, -1.963)
H (2.581, 3.541, -0.556)
H (2.364, 2.113, -1.641)

Q: Which of these has the highest multiplicity?
A: C16H25Cl2O4P2Pd